ORCA calculation (wB97M-V/def2-TZVPD) on a molecular structure, C12H24F12N2O16S4V.

Cartesian coordinates (Å):
O  -0.135  -0.878  -0.367
V  0.655  -0.189  0.783
O  1.312  1.024  0.029
C  -2.163  -1.377  -2.947
C  -1.425  -2.689  -3.099
C  -1.511  -3.557  -1.848
O  -0.983  -4.833  -2.025
C  -0.012  -5.194  -1.073
N  -1.876  -3.506  -4.304
H  -1.431  -4.431  -4.219
H  -2.857  -3.790  -4.398
H  -1.644  -3.103  -5.211
H  -1.649  -0.857  -2.143
H  -3.223  -1.435  -2.711
H  -2.016  -0.732  -3.816
H  -0.349  -2.612  -3.265
H  -2.528  -3.544  -1.439
H  -0.947  -2.982  -1.103
H  0.296  -6.246  -1.054
H  -0.173  -4.930  -0.029
H  0.975  -4.820  -1.383
C  2.672  4.103  0.782
C  1.560  4.603  -0.158
C  1.037  3.602  -1.184
O  0.103  4.385  -1.928
C  -0.263  3.766  -3.141
N  0.405  5.110  0.677
H  -0.333  4.397  0.842
H  0.703  5.318  1.633
H  -0.026  5.944  0.289
H  3.450  3.723  0.115
H  2.313  3.205  1.290
H  3.079  4.801  1.507
H  2.025  5.462  -0.642
H  0.447  2.810  -0.712
H  1.852  3.174  -1.770
H  -0.552  2.728  -2.943
H  0.549  3.845  -3.868
H  -1.182  4.191  -3.545
C  -2.791  1.774  -0.379
F  -1.834  2.036  -1.305
F  -3.738  2.685  -0.627
F  -3.242  0.547  -0.519
S  -2.054  2.005  1.362
O  -1.030  0.950  1.373
O  -1.513  3.345  1.313
O  -3.112  1.807  2.319
C  4.637  -2.740  0.129
F  5.139  -3.907  -0.247
F  4.918  -2.468  1.392
F  5.170  -1.793  -0.639
S  2.718  -2.816  -0.074
O  2.265  -1.573  0.553
O  2.485  -2.769  -1.516
O  2.325  -4.028  0.613
C  -2.511  -3.138  2.112
F  -2.057  -3.794  1.026
F  -3.216  -2.104  1.637
F  -3.270  -3.991  2.798
S  -1.105  -2.459  3.156
O  -0.383  -3.603  3.672
O  -0.375  -1.708  2.138
O  -1.756  -1.670  4.187
C  0.227  2.035  4.666
F  -0.592  2.794  3.935
F  0.582  2.771  5.733
F  -0.460  0.954  4.991
S  1.846  1.644  3.795
O  1.518  0.852  2.593
O  2.399  2.951  3.425
O  2.651  0.926  4.768

Summary:
HOMO level in eV: -6.16
Total energy in Eh: -5520.27106
F_max in eV/Å: 2.996
Relative energy (zero: lowest compared OMol25 entry of this formula, charge and spin) in kcal/mol: 0.00
Charge: -1
Kohn-Sham gap in eV: 6.72
Lowest unoccupied orbital energy in Eh: 0.0207


ORCA calculation (wB97M-V/def2-TZVPD) on a molecular structure, C12H24F2N4O10PTi.

Cartesian coordinates (Å):
Ti  1.013  21.400  18.322
N  -1.094  21.026  16.453
O  -1.853  20.773  15.536
O  -0.942  22.196  16.889
O  -0.397  20.110  16.984
C  -0.843  22.472  12.872
C  -0.409  23.573  13.838
O  -0.633  24.750  13.126
C  -1.183  24.491  11.914
O  -1.381  25.281  11.060
O  -1.513  23.181  11.832
F  0.927  23.472  14.116
H  -1.503  21.715  13.285
H  0.042  21.969  12.471
H  -0.987  23.581  14.759
C  -3.512  18.194  16.622
C  -3.201  18.186  18.114
O  -3.908  17.080  18.583
C  -4.803  16.643  17.652
O  -5.624  15.810  17.835
O  -4.651  17.338  16.504
F  -3.647  19.349  18.690
H  -2.683  17.762  16.059
H  -3.726  19.182  16.231
H  -2.143  18.094  18.337
O  2.481  23.128  18.228
P  3.020  24.471  17.877
N  3.938  24.429  16.533
C  4.111  25.535  15.591
C  4.624  23.201  16.157
N  3.938  25.122  19.102
C  5.364  24.840  19.144
C  3.288  25.302  20.400
N  1.832  25.594  17.740
C  2.097  27.037  17.854
C  0.701  25.247  16.903
H  5.112  25.965  15.688
H  3.356  26.297  15.742
H  3.991  25.164  14.572
H  4.141  22.336  16.618
H  5.658  23.178  16.514
H  4.532  23.058  15.083
H  5.920  25.480  19.822
H  5.589  23.782  19.355
H  5.782  24.969  18.140
H  3.012  24.337  20.843
H  3.985  25.769  21.098
H  2.408  25.934  20.344
H  1.363  27.606  17.287
H  2.037  27.341  18.900
H  3.075  27.345  17.483
H  -0.171  25.827  17.215
H  0.387  24.214  17.070
H  0.877  25.406  15.836

Summary:
Multiplicity: 4
HOMO level (alpha / beta) in eV: -6.29 / -9.91
Total energy in Eh: -2833.56758
F_max in eV/Å: 1.547
Charge: 0
<S²>: 3.75
Kohn-Sham gap (alpha / beta) in eV: 6.45 / 9.88
Lowest unoccupied orbital energy (alpha / beta) in Eh: 0.0060 / -0.0010


ORCA calculation (wB97M-V/def2-TZVPD) on a molecular structure, C12H24F4Li3N2O20S4.

Cartesian coordinates (Å):
Li  -10.899  -24.349  -24.359
Li  -11.029  -20.381  -21.234
Li  -9.665  -21.466  -19.224
N  -9.245  -21.025  -21.217
S  -8.695  -22.343  -22.118
O  -7.392  -22.838  -21.948
O  -9.322  -22.351  -23.404
F  -9.542  -23.438  -21.272
S  -7.989  -20.151  -21.590
O  -7.988  -19.618  -22.918
O  -6.739  -20.266  -20.955
F  -8.523  -18.868  -20.720
N  -6.555  -26.187  -25.340
S  -6.246  -27.811  -25.041
O  -7.099  -28.450  -24.094
O  -4.905  -28.271  -25.311
F  -7.016  -28.205  -26.413
S  -5.947  -25.702  -23.973
O  -4.531  -25.671  -23.738
O  -6.901  -25.757  -22.888
F  -6.270  -24.145  -24.370
C  -5.548  -19.461  -17.868
O  -6.572  -19.496  -16.883
C  -7.805  -19.950  -17.153
O  -8.261  -20.362  -18.189
O  -8.550  -19.905  -16.061
C  -8.313  -18.942  -15.033
H  -5.870  -19.175  -18.873
H  -5.144  -20.449  -18.075
H  -4.738  -18.775  -17.642
H  -7.511  -19.236  -14.356
H  -9.258  -18.870  -14.501
H  -8.046  -17.924  -15.318
C  -7.441  -15.908  -21.392
O  -7.982  -16.080  -20.094
C  -7.141  -16.245  -19.046
O  -5.949  -16.246  -19.104
O  -7.844  -16.151  -17.920
C  -7.327  -15.563  -16.734
H  -6.899  -14.973  -21.537
H  -8.197  -15.922  -22.174
H  -6.764  -16.751  -21.540
H  -7.063  -14.508  -16.673
H  -6.556  -16.169  -16.258
H  -8.217  -15.663  -16.109
C  -10.890  -18.237  -24.377
O  -10.763  -17.150  -23.439
C  -11.198  -17.412  -22.207
O  -11.445  -18.528  -21.780
O  -11.242  -16.311  -21.542
C  -11.593  -16.222  -20.177
H  -10.159  -18.991  -24.069
H  -10.486  -18.002  -25.359
H  -11.906  -18.619  -24.400
H  -11.842  -15.250  -19.759
H  -10.704  -16.629  -19.687
H  -12.484  -16.800  -19.915
C  -5.838  -22.815  -19.190
O  -6.533  -23.927  -18.704
C  -7.825  -23.928  -18.453
O  -8.606  -22.984  -18.493
O  -8.160  -25.198  -18.282
C  -9.560  -25.421  -18.145
H  -5.616  -22.936  -20.244
H  -4.968  -22.498  -18.618
H  -6.438  -21.905  -19.128
H  -9.761  -26.470  -18.335
H  -10.144  -24.804  -18.829
H  -9.851  -25.061  -17.156

Summary:
HOMO level in eV: -10.37
Total energy in Eh: -4100.50503
F_max in eV/Å: 9.296
Charge: +1
Kohn-Sham gap in eV: 5.15
Lowest unoccupied orbital energy in Eh: -0.1918


ORCA calculation (wB97M-V/def2-TZVPD) on 3 unconnected molecules or ions with the total composition C12H24IN2O10PS2.

Cartesian coordinates (Å):
C  -2.225  0.526  -0.141
C  -0.917  -0.330  -0.431
C  0.104  -0.019  0.721
I  -0.549  -0.807  2.659
C  1.599  -0.381  0.382
C  1.950  0.766  -0.707
P  3.561  1.601  -0.196
N  3.370  2.573  1.051
N  2.108  0.225  -2.116
C  2.307  -1.262  -1.981
C  1.938  -1.658  -0.509
C  1.044  -2.936  -0.433
O  0.279  -3.212  0.495
O  1.186  -3.760  -1.428
H  -2.943  -0.018  0.519
H  -1.968  1.474  0.409
H  -2.704  0.867  -1.099
H  -0.549  0.043  -1.432
H  -1.131  -1.416  -0.555
H  0.077  1.094  0.865
H  2.259  -0.103  1.237
H  1.163  1.549  -0.878
H  4.012  2.300  -1.373
H  4.462  0.540  0.149
H  3.626  3.507  0.710
H  2.859  0.701  -2.635
H  1.290  0.333  -2.730
H  1.749  -1.840  -2.752
H  3.400  -1.430  -2.137
H  2.937  -1.972  -0.098
C  -1.601  -1.712  -6.550
C  -1.591  -2.464  -5.233
O  -0.657  -1.751  -4.416
S  -0.702  -0.191  -4.799
O  -1.542  0.477  -3.865
O  0.633  0.240  -5.069
O  -1.498  -0.328  -6.189
H  -0.732  -1.970  -7.160
H  -2.509  -1.891  -7.121
H  -1.288  -3.503  -5.348
H  -2.568  -2.423  -4.745
C  -1.234  0.786  6.473
C  -1.069  1.743  7.637
O  -1.816  2.903  7.265
S  -3.080  2.454  6.365
O  -4.224  2.372  7.206
O  -3.066  3.212  5.163
O  -2.586  0.953  6.039
H  -0.574  1.053  5.644
H  -1.052  -0.249  6.761
H  -0.028  1.998  7.822
H  -1.510  1.335  8.551

Summary:
HOMO level in eV: -7.48
Total energy in Eh: -2768.79409
F_max in eV/Å: 4.339
Charge: 0
SMILES string: CC[C@@H](I)[C@@H]1[C@@H]([PH2]=N)[NH2+]C[C@@H]1C(=O)[O-].O=S1(=O)OCCO1.O=S1(=O)OCCO1
Kohn-Sham gap in eV: 6.99
Lowest unoccupied orbital energy in Eh: -0.0180


ORCA calculation (wB97M-V/def2-TZVPD) on a molecular structure, C12H24LiN4OSTa.

Cartesian coordinates (Å):
N  1.895  -0.291  0.815
C  2.983  -0.807  1.150
O  4.005  -1.292  0.680
Li  2.641  -0.607  -0.988
Ta  -0.075  0.029  0.723
N  -0.541  -1.480  -0.443
N  -0.290  1.709  -0.189
C  -0.410  -2.933  -0.102
C  0.329  3.044  -0.318
C  0.757  -3.528  -0.905
C  -1.709  -3.691  -0.456
C  -0.144  -3.078  1.390
C  0.013  3.674  -1.691
C  -0.226  3.952  0.797
C  1.839  2.908  -0.167
H  0.648  -3.329  -1.982
H  0.797  -4.623  -0.740
H  1.724  -3.111  -0.573
H  -2.576  -3.223  0.034
H  -1.639  -4.735  -0.098
H  -1.888  -3.735  -1.541
H  0.760  -2.524  1.697
H  0.024  -4.146  1.622
H  -1.008  -2.730  1.978
H  0.326  2.997  -2.499
H  0.573  4.621  -1.796
H  -1.058  3.904  -1.800
H  -1.323  4.021  0.741
H  0.205  4.967  0.692
H  0.051  3.545  1.783
H  2.116  2.391  0.766
H  2.293  3.919  -0.163
H  2.262  2.350  -1.022
C  -1.735  1.638  -0.577
H  -2.161  0.668  -0.275
H  -2.336  2.421  -0.101
H  -1.840  1.738  -1.666
C  -1.110  -1.234  -1.793
H  -2.199  -1.411  -1.805
H  -0.942  -0.202  -2.103
H  -0.624  -1.864  -2.553
S  -0.403  0.079  3.005
C  -0.069  0.012  4.648
N  0.063  -0.013  5.821

Summary:
HOMO level in eV: -16.45
Total energy in Eh: -1228.06073
F_max in eV/Å: 5.703
Relative energy (zero: lowest compared OMol25 entry of this formula, charge and spin) in kcal/mol: 68.60
Charge: +2
Kohn-Sham gap in eV: 7.16
Lowest unoccupied orbital energy in Eh: -0.3415


ORCA calculation (wB97M-V/def2-TZVPD) on 4 unconnected molecules or ions with the total composition C12H24O12.

Cartesian coordinates (Å):
C  -2.142  0.531  0.727
O  -3.239  1.136  0.298
C  -3.483  2.382  0.635
O  -2.795  3.033  1.321
O  -4.667  2.939  0.122
C  -4.984  4.267  0.570
H  -1.283  1.081  0.444
H  -2.118  -0.556  0.270
H  -2.135  0.382  1.738
H  -4.283  4.949  0.263
H  -4.932  4.359  1.715
H  -6.008  4.608  0.102
C  0.572  -0.121  -3.704
O  -0.339  0.994  -3.627
C  -1.561  0.863  -3.581
O  -2.180  -0.161  -3.736
O  -2.125  2.099  -3.244
C  -3.564  2.182  -3.124
H  0.534  -0.680  -2.725
H  1.641  0.148  -3.899
H  0.158  -0.856  -4.474
H  -4.149  1.369  -2.607
H  -3.807  2.236  -4.150
H  -3.727  3.128  -2.438
C  5.328  -2.387  0.490
O  5.008  -1.259  1.237
C  4.242  -1.416  2.360
O  4.009  -2.589  2.789
O  3.652  -0.365  2.856
C  2.741  -0.533  3.962
H  5.785  -2.028  -0.398
H  4.337  -2.838  0.230
H  6.153  -3.195  0.720
H  3.114  -1.546  4.540
H  1.693  -0.454  3.856
H  2.964  0.308  4.553
C  2.669  -0.593  -0.701
O  1.908  -1.766  -0.602
C  0.914  -1.868  0.365
O  0.673  -0.930  1.131
O  0.271  -2.985  0.483
C  -0.685  -3.142  1.587
H  2.624  -0.275  0.493
H  2.355  0.197  -1.286
H  3.534  -0.926  -0.937
H  -1.341  -3.855  1.089
H  -1.222  -2.104  1.917
H  -0.108  -3.745  2.384

Summary:
HOMO level in eV: -10.55
Total energy in Eh: -1374.34741
F_max in eV/Å: 9.013
Relative energy (zero: lowest compared OMol25 entry of this formula, charge and spin) in kcal/mol: 126.24
Charge: 0
SMILES string: COC(=O)OC.COC(=O)OC.COC(=O)OC.COC(=O)OC
Kohn-Sham gap in eV: 11.19
Lowest unoccupied orbital energy in Eh: 0.0237


ORCA calculation (wB97M-V/def2-TZVPD) on a molecular structure, C12H25AlB2N3.

Cartesian coordinates (Å):
Al  30.649  21.426  5.518
B  31.039  23.974  7.262
H  31.329  23.254  8.012
H  29.964  23.980  7.167
H  31.466  24.916  7.570
H  31.483  23.723  6.312
B  31.988  22.544  3.118
H  31.131  22.048  2.691
H  32.525  22.937  2.269
H  31.580  23.340  3.721
H  32.628  21.832  3.616
C  35.643  22.569  9.825
C  35.671  23.679  8.718
C  35.637  23.461  7.157
C  34.584  22.644  6.675
N  33.780  21.971  6.132
H  36.319  21.748  9.587
H  34.631  22.187  9.959
H  35.829  23.017  10.801
H  36.693  23.981  8.947
H  34.978  24.492  8.933
H  36.532  22.920  6.849
H  35.525  24.413  6.638
N  29.295  26.402  7.403
C  28.599  26.652  6.262
C  27.519  27.480  6.693
C  27.445  27.582  8.080
C  28.642  26.932  8.487
H  30.004  25.683  7.398
H  28.878  26.329  5.270
H  26.783  27.963  6.067
H  26.722  27.994  8.769
H  28.924  26.729  9.509
N  32.137  27.073  8.762
C  32.395  26.652  10.059
C  32.816  27.780  10.724
C  32.443  28.912  10.019
C  32.294  28.496  8.724
H  31.965  26.471  7.970
H  32.478  25.618  10.361
H  33.093  27.729  11.767
H  32.440  29.898  10.460
H  32.062  28.933  7.765

Summary:
HOMO level in eV: -11.17
Total energy in Eh: -927.88837
F_max in eV/Å: 5.674
Charge: +1
Kohn-Sham gap in eV: 2.02
Lowest unoccupied orbital energy in Eh: -0.3362


ORCA calculation (wB97M-V/def2-TZVPD) on a molecular structure, C12H25As2BF10N3O5PdS2.

Cartesian coordinates (Å):
Pd  -1.373  -1.153  0.321
C  5.164  4.676  -0.518
C  4.579  3.628  -1.457
S  4.665  2.032  -0.680
O  3.762  2.021  0.446
O  6.048  1.686  -0.496
C  3.988  0.927  -1.912
C  3.833  -0.484  -1.352
N  2.702  -0.611  -0.427
C  1.418  -0.648  -0.822
N  0.623  -0.774  0.234
C  1.405  -0.801  1.358
C  2.691  -0.702  0.954
N  3.848  -0.710  1.806
O  3.636  -0.618  2.993
O  4.944  -0.823  1.286
C  0.953  -0.507  -2.225
H  5.114  5.656  -0.989
H  6.205  4.450  -0.293
H  4.605  4.710  0.416
H  5.142  3.552  -2.388
H  3.528  3.817  -1.678
H  4.692  0.913  -2.744
H  3.037  1.339  -2.248
H  4.733  -0.789  -0.830
H  3.659  -1.181  -2.169
H  1.015  -0.908  2.356
H  1.668  -0.922  -2.931
H  0.795  0.549  -2.457
H  0.014  -1.035  -2.354
F  -1.227  -1.608  2.398
B  -1.543  -0.641  3.546
F  -1.726  0.590  2.929
F  -2.709  -1.119  4.105
F  -0.446  -0.684  4.353
C  -4.663  0.601  2.124
As  -4.042  0.844  0.324
C  -4.378  2.754  0.140
C  -5.199  0.118  -1.031
S  -1.916  0.971  -0.168
H  -5.753  0.593  2.064
H  -4.330  1.460  2.699
H  -4.285  -0.307  2.575
H  -5.430  2.959  0.341
H  -4.132  3.098  -0.863
H  -3.760  3.282  0.864
H  -6.201  0.027  -0.611
H  -4.826  -0.851  -1.339
H  -5.219  0.811  -1.869
C  -3.875  -2.443  1.053
O  -3.304  -1.308  0.411
H  -4.932  -2.218  1.226
H  -3.401  -2.642  2.015
H  -3.801  -3.324  0.413
F  -1.483  -2.602  -2.006
As  -0.844  -4.096  -1.308
F  -0.242  -5.465  -0.490
F  -2.438  -4.736  -1.309
F  -1.221  -3.323  0.300
F  -0.483  -4.699  -2.870
F  0.716  -3.332  -1.220

Summary:
Multiplicity: 2
HOMO level (alpha / beta) in eV: -10.27 / -10.25
Total energy in Eh: -7432.24995
F_max in eV/Å: 0.490
Relative energy (zero: lowest compared OMol25 entry of this formula, charge and spin) in kcal/mol: 8.02
Charge: 0
<S²>: 0.76
Kohn-Sham gap (alpha / beta) in eV: 8.38 / 7.17
Lowest unoccupied orbital energy (alpha / beta) in Eh: -0.0693 / -0.1131